A structure of composition C41H49BiO9PS2 in a non-equilibrium geometry, computed with the ωB97M-V functional and the def2-TZVPD basis.

The geometry in XYZ format:
```
103
Properties=species:S:1:pos:R:3:lowdin_charge:R:1
Bi 0.68 -0.71 -0.91 1.7096
C 6.62 -2.32 1.09 -0.0493
C 5.06 -2.24 1.15 -0.5188
C 4.76 -1.79 2.58 -0.0458
O 4.58 -3.55 0.90 -0.0399
C 4.49 -1.22 0.05 -0.6003
O 5.29 -0.61 -0.66 0.0014
O 3.21 -1.17 -0.02 -0.2431
H 7.02 -2.99 1.83 0.0608
H 7.05 -1.34 1.27 0.0725
H 6.94 -2.68 0.08 0.0925
H 5.05 -2.63 3.21 0.0706
H 3.70 -1.67 2.85 0.0720
H 5.36 -0.90 2.85 0.0932
H 3.60 -3.56 0.88 0.0653
C -3.08 4.95 -0.19 0.0044
C -2.31 3.98 0.69 -0.5609
C -2.46 4.43 2.14 0.0085
O -2.79 2.63 0.42 -0.0162
C -1.68 1.81 -0.07 -0.1436
C -0.72 2.89 -0.61 -0.1465
O -0.93 3.93 0.37 -0.0362
C 0.79 2.69 -0.80 -0.3820
O 1.20 1.36 -1.06 -0.4198
C 1.05 3.51 -2.08 -0.1482
C 0.83 4.88 -2.04 -0.0516
C 0.91 5.65 -3.19 -0.0932
C 1.25 5.07 -4.37 -0.1097
C 1.52 3.68 -4.45 -0.0828
C 1.43 2.91 -3.31 -0.0209
C 1.62 3.22 0.38 -0.1003
C 1.45 2.70 1.68 -0.0209
C 2.18 3.22 2.74 -0.0839
C 3.01 4.34 2.56 -0.0995
C 3.20 4.87 1.28 -0.0817
C 2.66 4.18 0.19 -0.0127
C -2.32 0.72 -1.02 -0.4229
O -1.35 -0.19 -1.43 -0.4227
C -3.31 -0.11 -0.20 -0.1244
C -3.22 -0.28 1.21 -0.0328
C -4.21 -0.98 1.85 -0.0920
C -5.24 -1.64 1.14 -0.1029
C -5.20 -1.67 -0.24 -0.0680
C -4.33 -0.77 -0.90 -0.0162
C -2.99 1.36 -2.26 -0.1191
C -4.30 1.85 -2.27 -0.0496
C -4.89 2.23 -3.47 -0.0890
C -4.13 2.30 -4.63 -0.1323
C -2.84 1.94 -4.62 -0.1045
C -2.22 1.48 -3.46 0.0080
H -4.14 4.98 0.08 0.0895
H -2.99 4.68 -1.27 0.0990
H -2.69 5.95 0.02 0.0830
H -3.51 4.48 2.40 0.0817
H -2.02 5.45 2.27 0.1017
H -1.99 3.65 2.76 0.0956
H -1.19 1.24 0.75 0.1337
H -1.22 3.31 -1.50 0.1507
H 0.52 5.31 -1.10 0.1164
H 0.75 6.73 -3.11 0.1035
H 1.33 5.62 -5.31 0.0936
H 1.69 3.18 -5.42 0.1064
H 1.70 1.86 -3.35 0.1091
H 0.86 1.83 1.91 0.1057
H 2.09 2.83 3.74 0.0913
H 3.50 4.79 3.44 0.0971
H 3.84 5.73 1.16 0.0916
H 3.04 4.34 -0.83 0.1229
H -2.40 0.09 1.81 0.1028
H -4.17 -1.02 2.93 0.0970
H -6.03 -2.09 1.71 0.0838
H -5.92 -2.25 -0.79 0.0902
H -4.35 -0.72 -2.00 0.1291
H -4.87 1.88 -1.35 0.1197
H -5.97 2.41 -3.45 0.1038
H -4.65 2.67 -5.53 0.1081
H -2.24 2.10 -5.52 0.1058
H -1.18 1.22 -3.49 0.1005
C 2.99 -5.97 -1.03 -0.0454
C 1.70 -5.91 -0.24 -0.4687
C 1.48 -6.97 0.83 -0.0624
O 1.65 -4.56 0.37 -0.3630
P 0.21 -3.76 0.48 -0.1304
S -0.29 -3.45 -1.40 0.2173
S 0.29 -2.10 1.57 0.2921
O -0.79 -4.80 1.17 -0.3373
C -1.13 -4.63 2.64 -0.4428
C 0.07 -5.04 3.45 -0.0695
C -2.45 -5.38 2.84 -0.0402
H 3.14 -7.02 -1.40 0.0886
H 3.82 -5.75 -0.38 0.0657
H 2.94 -5.29 -1.93 0.1083
H 0.80 -5.96 -0.93 0.1093
H 1.89 -6.66 1.81 0.0775
H 1.96 -7.97 0.64 0.0841
H 0.37 -7.12 0.98 0.0868
H -1.34 -3.55 2.69 0.0604
H -0.05 -6.05 3.86 0.0824
H 0.19 -4.39 4.34 0.0903
H 1.03 -5.04 2.89 0.0685
H -2.27 -6.46 2.84 0.0776
H -3.15 -5.12 2.04 0.0828
H -2.90 -5.12 3.80 0.0800
```

Output
Charge: -1
Kohn-Sham gap: 6.9074 eV
HOMO: -5.219 eV
ΔE to the lowest compared entry with this formula, charge and spin: 11.9 kcal/mol
Lowest unoccupied orbital energy: 1.6885 eV